{"formula": "C70H70N14", "method": "the ωB97M-V functional and the def2-TZVPD basis", "charge": -1, "homo_lumo_gap_ev": [2.622, 7.314], "multiplicity": 2, "mol_weight_g_mol": 1107.4, "homo_energy_ev": [-0.524, -5.217], "elements": ["N", "N", "N", "N", "N", "N", "N", "N", "N", "N", "N", "N", "N", "N", "C", "C", "C", "C", "C", "C", "C", "C", "C", "C", "C", "C", "C", "C", "C", "C", "C", "C", "C", "C", "C", "C", "C", "C", "C", "C", "C", "C", "C", "C", "C", "C", "C", "C", "C", "C", "C", "C", "C", "C", "C", "C", "C", "C", "C", "C", "C", "C", "C", "C", "C", "C", "C", "C", "C", "C", "C", "C", "C", "C", "C", "C", "C", "C", "C", "C", "C", "C", "C", "C", "H", "H", "H", "H", "H", "H", "H", "H", "H", "H", "H", "H", "H", "H", "H", "H", "H", "H", "H", "H", "H", "H", "H", "H", "H", "H", "H", "H", "H", "H", "H", "H", "H", "H", "H", "H", "H", "H", "H", "H", "H", "H", "H", "H", "H", "H", "H", "H", "H", "H", "H", "H", "H", "H", "H", "H", "H", "H", "H", "H", "H", "H", "H", "H", "H", "H", "H", "H", "H", "H"], "xyz": [[-4.61432, 5.19167, -1.42597], [-3.57984, 2.00100, 5.79667], [-3.73774, -1.13782, 1.31304], [-1.72806, 0.05092, -5.29249], [1.25690, -3.41249, -4.08648], [1.36664, 2.26614, -7.73217], [-0.24843, 2.37388, 2.17282], [0.24591, 0.60351, -0.83411], [5.18654, -0.68825, 4.08105], [-0.16485, 5.28891, -0.99985], [0.18965, -2.66039, 7.17864], [5.60667, 3.73247, -3.68012], [3.34790, -4.19192, 2.40482], [-0.73589, -4.70025, 1.15594], [-0.34251, -1.26723, 5.28842], [6.22910, -0.11454, 3.44828], [4.82150, 0.15825, 1.48281], [-1.63629, -0.59498, -2.96154], [4.27091, -5.61010, 4.06968], [1.75322, -2.86073, -5.25389], [4.27186, 3.41503, -4.00757], [0.41242, 1.94876, 3.24849], [-4.72965, 2.71974, 5.95133], [-1.27036, -0.78191, -4.30034], [-0.48286, -1.64390, 6.64789], [-1.55098, -5.73491, -0.89614], [0.86919, -1.90366, 0.19920], [-5.47834, 4.33766, -1.98142], [-0.63686, 3.67003, 2.06189], [-0.49603, 0.05138, 0.20169], [-2.75184, 1.51086, -3.58399], [-4.66434, 2.44625, -0.81013], [5.14648, 2.91278, -1.40203], [-0.47930, 3.49980, -2.59633], [-0.56074, 4.54345, 3.17189], [-2.04507, -4.23437, 1.42145], [-2.37285, 1.20198, -4.92542], [2.51841, -6.50567, 2.65979], [1.20606, -0.23864, -1.38771], [-5.56642, -1.48444, 2.90073], [-2.82154, -5.15489, -0.69075], [6.02889, 3.50087, -2.36526], [3.44071, 2.83613, -3.01861], [1.47759, 1.23863, -5.52493], [-0.13828, 3.98853, -1.33880], [-4.96705, 2.74003, 3.49514], [2.09426, -3.92241, -3.16911], [3.88517, 2.48969, -1.76575], [-0.94799, 4.43058, -3.49433], [0.56805, -2.01084, 4.55786], [0.80069, 2.02326, -6.53226], [-0.98016, 5.81191, -3.18128], [-0.62976, 6.21246, -1.92733], [6.03104, 0.22074, 2.14591], [3.72875, -0.39820, 2.18796], [3.47934, -3.82657, -3.34969], [3.98589, -0.79467, 3.49802], [3.32023, 0.95057, -7.08686], [4.24706, -4.42648, 3.37410], [-0.05028, 4.03305, 4.39084], [-3.13527, 1.61097, 4.57113], [2.64622, 1.79680, -7.92554], [-5.49770, 2.96771, -1.72507], [-0.60023, -5.50744, 0.09336], [2.50551, -5.21315, 2.03079], [-6.44415, -1.62645, 1.87666], [-2.37381, 0.56268, -2.63562], [-5.43349, 3.16977, 4.78573], [-4.19798, -1.15950, 2.62531], [-3.07597, -4.41885, 0.49129], [-3.70582, 4.60094, -0.61889], [3.96890, -3.23426, -4.50890], [3.13690, -2.84513, -5.59140], [1.05555, -3.36287, 6.45930], [-0.26105, -1.23619, 0.68713], [1.56956, -1.42236, -0.88581], [2.69542, 0.65703, -5.85432], [0.48476, 2.74632, 4.41871], [-3.62079, 3.24347, -0.32943], [-3.81123, 2.00318, 3.38645], [-4.63391, -1.31937, 0.32382], [1.33758, -3.10511, 5.10151], [-5.97943, -1.62022, 0.53733], [3.43952, -6.71628, 3.72453], [-6.61815, -1.83699, -0.30615], [5.03982, -3.73439, 3.61691], [-0.17856, 2.47450, -6.47005], [-1.35622, -1.39688, -2.29451], [3.63374, -7.64531, 4.23985], [-5.88608, -1.50593, 3.93212], [0.63127, 0.89129, 3.26467], [-0.90167, -0.43440, 4.88825], [-2.70993, 1.78820, -5.76751], [1.65670, -4.06230, 7.02129], [1.71849, 0.10597, -2.27376], [3.22050, 2.12097, -8.78083], [0.38586, -5.90551, -0.09524], [0.91195, 2.25101, 5.27813], [-1.15161, 4.01625, 1.17783], [1.71348, -4.42939, -2.29483], [1.00162, -2.48694, -5.93344], [-2.75480, 0.63370, -1.62755], [0.19532, 3.40152, -0.49587], [-5.08086, 2.88783, 6.95870], [2.09471, -3.67735, 4.58604], [2.41955, 2.57637, -3.25562], [-2.21765, 1.08890, 4.34351], [2.37089, -2.04329, -1.25827], [-1.35892, 4.11442, -4.44173], [-1.36943, 0.57727, 0.55806], [-2.96539, 2.72422, 0.35412], [-1.03750, 5.51007, 3.24083], [4.20360, -4.25882, -2.67514], [5.55034, 2.75088, -0.41355], [3.18795, -1.26939, 4.04968], [-3.52015, -1.13259, 3.46569], [-2.05873, -3.78574, 2.40375], [-5.57938, 2.96329, 2.63399], [-1.20205, -6.24104, -1.78410], [-0.86016, -1.67239, 1.47274], [1.89761, -7.26738, 2.21169], [6.93645, 0.53776, 1.64979], [2.85465, -0.74042, 1.65388], [-7.45988, -1.92764, 2.08634], [3.24531, 0.04943, -5.15086], [3.33381, 1.99398, -0.98046], [-6.28090, 4.69772, -2.60805], [-0.03583, 4.66145, 5.26908], [3.58302, -2.35114, -6.44189], [-3.24593, 2.40865, -3.24307], [7.21470, -0.17604, 3.88556], [-6.34628, 3.74555, 4.82671], [-0.83336, -1.71524, -4.62329], [-4.10905, -4.14334, 0.64374], [1.05041, 1.05760, -4.54966], [-0.38156, 2.46908, -2.90368], [-4.30552, -1.27788, -0.70421], [-3.62738, -5.40963, -1.36315], [-1.09352, -1.08266, 7.33963], [-3.31215, 1.71558, 2.47289], [4.95545, -5.69065, 4.90112], [-4.77311, 1.39955, -0.56732], [5.02719, -3.09148, -4.67032], [1.11295, -2.84777, 0.66358], [4.01746, 3.75491, -5.00063], [-1.30131, 6.55925, -3.89173], [-0.49268, 7.22960, -1.59113], [-2.83293, 5.09671, -0.22055], [-6.26426, 2.30559, -2.09973], [7.05877, 3.71646, -2.12179], [1.95635, -4.98266, 1.12986], [4.81383, 0.37938, 0.42572], [0.69029, -1.82885, 3.50035], [4.37135, 0.72415, -7.18823]], "atomic_forces_ev_per_a": [[0.3, -0.9, 0.3], [0.1, -0.8, -0.2], [-0.8, 0.5, 2.1], [0.2, 0.9, 1.3], [0.6, 0.4, -1.0], [1.4, -0.4, 0.8], [0.3, 1.1, -1.0], [-0.5, -0.1, 0.5], [0.1, 0.2, 1.3], [-1.1, 0.7, -1.2], [-0.4, 0.3, 0.6], [-1.2, -0.8, 1.8], [-0.3, -1.1, -0.6], [-2.6, -0.6, 0.1], [0.4, -1.0, 1.5], [-2.4, -1.9, 0.1], [-0.7, -1.0, 0.8], [0.0, 0.5, -1.4], [-0.7, -1.7, 0.2], [0.9, -1.2, 1.1], [2.9, 0.5, 3.1], [-1.7, 1.4, 0.7], [0.7, -0.4, -3.3], [-2.1, 1.2, -0.3], [0.6, -0.1, -1.0], [-0.8, 1.0, 0.9], [-0.1, -1.9, 1.4], [-0.2, -0.2, 0.2], [0.1, -0.3, 2.4], [0.6, -1.5, -0.9], [1.3, -1.4, -1.1], [1.6, -0.6, 0.4], [2.1, 0.6, -1.2], [0.0, 0.5, -0.2], [0.1, -1.4, 0.8], [2.6, -1.2, -1.5], [0.0, -1.5, 0.9], [1.2, 1.4, 0.0], [-0.3, 1.7, -0.4], [2.3, 1.4, 0.6], [1.1, -0.6, 0.6], [-3.1, -0.7, -1.9], [-0.6, -0.2, -1.9], [-0.5, 0.3, -1.4], [0.4, 1.2, 0.9], [-0.7, 0.6, 1.6], [0.8, 0.5, -1.6], [1.1, 0.8, 0.8], [-0.3, 1.0, -0.1], [1.0, -1.6, -0.6], [1.9, -0.9, -0.6], [-0.5, -0.6, -0.3], [2.0, -1.9, 1.6], [1.5, 1.4, -1.1], [1.5, 0.1, -0.8], [0.0, 0.1, -0.7], [0.7, 0.3, -0.5], [-0.8, 0.5, 1.7], [-0.9, -0.7, -0.4], [0.4, -0.3, -1.1], [-2.1, 2.3, -0.2], [-0.8, 0.2, -0.1], [-1.5, 0.5, -0.3], [0.1, 1.4, 0.0], [2.1, 0.1, 1.6], [-0.4, -1.1, -1.9], [0.0, -1.0, 0.2], [1.3, -1.6, -0.1], [-1.6, -1.6, -2.8], [0.6, -1.0, -0.2], [1.3, -0.8, -0.1], [-0.4, -0.1, -1.3], [-1.1, 0.2, 3.0], [0.7, 0.6, -1.3], [-0.2, 2.0, -0.2], [0.4, -1.1, 0.4], [0.0, 0.5, -0.3], [0.1, -0.6, -1.0], [-2.1, -0.8, 0.1], [0.8, -0.4, 1.3], [-0.5, -0.3, 1.0], [-2.0, 1.6, 1.5], [0.3, 0.5, 1.3], [-0.1, 2.1, -1.0], [-0.2, 0.1, 0.0], [-0.4, 0.8, -0.2], [-0.1, -0.2, 0.7], [0.0, 0.3, 0.6], [-0.5, -0.2, -0.1], [-0.1, -0.1, 0.1], [0.5, -0.1, -0.1], [0.1, 0.0, -0.2], [0.0, 0.3, 0.0], [-0.1, -0.4, 0.0], [0.1, 0.5, -0.3], [-0.5, 0.3, -0.5], [0.3, -0.1, 0.2], [0.0, 0.4, 0.4], [0.2, -0.3, -0.3], [-0.5, 0.2, 0.0], [-0.1, 0.1, -0.1], [0.3, 0.3, 0.3], [0.1, -0.8, -0.4], [0.1, 0.2, 0.1], [-0.2, 0.2, -0.3], [-0.1, 0.1, -0.2], [0.3, -0.2, 1.1], [0.2, 0.3, -0.4], [0.2, -0.1, -0.3], [0.0, 0.4, 0.0], [0.7, 0.7, 0.0], [0.1, 0.2, -0.6], [-0.2, 0.1, 0.4], [-0.1, -0.1, 0.2], [0.1, -0.1, 0.3], [0.5, 0.4, -0.3], [-0.7, 0.4, -0.2], [0.1, 0.3, -0.2], [-0.5, -0.3, -0.1], [-0.2, 0.1, 0.0], [-0.1, -0.2, 0.3], [0.0, 0.3, -0.6], [-0.5, 0.4, 0.1], [-0.2, 0.2, 0.0], [-0.2, 0.0, 0.3], [-0.7, -0.1, -0.4], [0.2, 0.6, -0.2], [-0.1, 0.0, 0.1], [-0.4, -0.1, -0.3], [-0.2, 0.1, -0.4], [-0.1, 0.3, 0.3], [0.0, 0.0, 0.2], [0.4, 0.1, 0.0], [0.1, 0.4, 0.4], [-0.2, 0.0, 0.0], [-0.1, -0.1, 0.5], [0.6, 0.0, 0.0], [-0.1, 0.4, -0.2], [-0.3, 0.1, 0.0], [-0.4, 0.0, -0.4], [0.2, -0.2, 0.0], [0.3, -0.1, 0.3], [0.3, -0.2, 0.3], [0.2, -0.2, -0.1], [-0.5, -0.4, 0.0], [-0.1, -0.1, -0.2], [-0.4, 0.2, -0.2], [-0.3, 1.3, -0.1], [-0.2, 0.3, -0.5], [0.0, 0.2, -0.1], [-0.5, -0.1, 0.3], [-0.4, 0.1, -0.1], [0.1, 0.3, -0.3], [0.0, -0.3, -0.5]], "mulliken_spin": [0.000, 0.000, 0.005, 0.021, 0.004, 0.000, 0.001, 0.273, 0.000, 0.001, 0.000, 0.001, 0.003, -0.003, -0.007, 0.000, 0.004, -0.003, 0.000, 0.005, 0.001, 0.009, 0.000, 0.023, 0.000, 0.003, 0.258, 0.000, -0.004, 0.001, 0.018, 0.004, -0.002, 0.017, 0.000, 0.020, -0.007, 0.000, 0.129, 0.001, 0.012, 0.000, -0.007, -0.046, -0.012, 0.000, 0.007, 0.007, 0.001, -0.021, -0.001, 0.001, 0.000, 0.005, -0.043, -0.002, -0.001, 0.002, 0.001, 0.001, -0.024, 0.000, 0.003, 0.014, -0.014, 0.001, -0.021, 0.000, 0.007, -0.002, -0.001, 0.001, -0.004, 0.001, 0.012, 0.009, -0.009, 0.002, 0.000, -0.001, 0.008, 0.001, 0.007, 0.000, 0.000, 0.000, 0.000, 0.005, 0.000, 0.000, -0.006, 0.025, -0.001, 0.000, 0.054, 0.000, 0.000, 0.000, 0.007, -0.001, -0.003, 0.037, 0.014, 0.000, 0.001, 0.002, 0.025, -0.024, 0.000, -0.039, 0.001, 0.000, 0.000, 0.001, -0.002, 0.003, 0.003, 0.000, 0.001, 0.037, 0.000, 0.000, 0.033, 0.000, -0.002, 0.001, 0.000, 0.000, 0.000, 0.010, 0.000, 0.000, -0.006, 0.000, 0.043, -0.015, -0.021, 0.002, 0.000, -0.003, 0.000, 0.000, 0.000, 0.120, 0.000, 0.000, 0.000, 0.000, 0.000, 0.000, 0.016, 0.006, 0.002, 0.000]}